88
Properties=species:S:1:pos:R:3:forces:R:3:lowdin_charge:R:1 method="wB97M-V/def2-TZVPD" homo_lumo_gap_ev="3.88 / 6.54" total_charge=-1 s2=2.030 spin_multiplicity=3
Ti 0.440 0.282 1.239 -0.676 0.140 -1.139 0.962
O -1.895 -3.205 2.456 -0.026 -0.039 0.015 0.041
C -3.095 -2.703 2.076 0.063 0.056 -0.029 -0.277
C -4.183 -3.571 2.069 -0.051 -0.040 -0.006 -0.035
C -5.436 -3.129 1.681 0.045 0.021 0.009 -0.115
C -5.612 -1.804 1.291 -0.040 -0.008 -0.011 -0.116
C -4.534 -0.939 1.294 0.032 -0.013 0.028 -0.036
C -3.258 -1.359 1.687 0.060 -0.174 0.070 -0.096
C -2.121 -0.429 1.653 -0.256 0.151 -0.040 -0.412
O -0.881 -0.900 1.920 -1.054 -0.640 0.194 -0.211
N -2.321 0.804 1.310 -0.246 -0.068 0.094 0.056
N -1.163 1.524 1.222 -0.666 0.108 0.218 -0.234
C -1.330 2.846 1.101 -0.132 0.116 -0.021 -0.923
S -0.131 3.995 1.675 -0.108 -0.039 -0.066 0.850
C -0.773 5.220 0.500 0.097 -0.117 0.067 -0.538
C -2.284 5.264 0.691 -0.112 -0.098 0.029 -0.551
S -2.939 3.566 0.913 0.148 -0.024 -0.060 0.829
H -1.243 -2.470 2.358 -0.013 0.014 0.004 0.068
H -4.017 -4.597 2.372 0.014 0.003 0.002 0.108
H -6.272 -3.817 1.680 -0.003 -0.003 -0.005 0.089
H -6.588 -1.452 0.981 0.005 0.013 0.001 0.089
H -4.645 0.093 0.989 -0.004 0.002 -0.006 0.105
H -0.511 4.882 -0.503 -0.002 0.057 -0.030 0.073
H -0.311 6.187 0.704 -0.021 0.020 -0.027 0.068
H -2.782 5.710 -0.172 0.029 0.032 0.000 0.060
H -2.537 5.836 1.583 0.027 0.043 -0.014 0.056
O 0.910 1.046 2.895 0.857 0.579 1.529 -0.185
C 1.638 0.623 3.894 0.153 0.080 -0.092 -0.316
C 1.249 0.871 5.222 0.013 0.079 0.098 0.003
C 2.050 0.496 6.279 -0.037 -0.002 -0.077 -0.094
C 3.266 -0.153 6.062 0.037 -0.021 0.047 -0.117
C 3.647 -0.440 4.767 0.019 -0.013 -0.050 -0.057
C 2.850 -0.074 3.681 -0.103 -0.001 0.125 -0.087
C 3.216 -0.413 2.316 -0.053 -0.024 -0.082 -0.249
N 2.379 -0.576 1.295 1.308 -0.435 0.192 0.035
C 3.165 -0.887 0.200 0.004 -0.091 0.021 -0.099
C 4.469 -0.919 0.561 -0.013 -0.015 0.004 -0.072
N 4.490 -0.615 1.905 0.042 -0.046 0.004 0.112
H 0.305 1.377 5.382 0.007 0.017 -0.029 0.120
H 1.723 0.705 7.291 0.012 -0.001 0.009 0.098
H 3.890 -0.451 6.894 -0.005 -0.002 0.001 0.090
H 4.568 -0.987 4.592 -0.011 -0.022 0.014 0.101
H 2.733 -1.047 -0.771 -0.070 0.038 0.012 0.092
H 5.361 -1.109 -0.008 0.017 0.000 0.019 0.106
H 5.303 -0.499 2.480 -0.013 0.010 0.012 0.148
C 1.928 2.615 -4.704 0.002 -0.011 0.041 -0.061
C 1.854 2.375 -3.216 -0.003 0.018 0.009 -0.283
C 2.563 3.180 -2.337 -0.018 -0.003 -0.010 -0.046
C 2.460 2.952 -0.966 -0.015 0.118 0.066 -0.275
C 3.213 3.812 0.016 -0.006 -0.022 -0.025 -0.050
C 1.662 1.925 -0.511 -0.034 -0.295 -0.191 -0.052
C 0.975 1.017 -1.366 0.125 0.084 -0.070 -0.271
C 1.080 1.323 -2.742 -0.075 0.142 -0.045 -0.012
N 0.332 -0.047 -0.779 0.443 -0.151 -0.863 -0.038
C -0.257 -1.101 -1.624 -0.065 0.076 -0.053 -0.419
C 0.740 -1.685 -2.653 -0.010 -0.035 -0.074 -0.088
C 0.071 -2.756 -3.524 0.020 -0.036 0.017 -0.288
C -1.172 -2.182 -4.212 0.003 -0.013 0.046 -0.121
C -2.181 -1.715 -3.156 -0.001 -0.001 -0.006 -0.283
C -2.565 -2.891 -2.254 0.016 0.025 -0.007 -0.114
C -1.304 -3.425 -1.571 -0.006 -0.023 -0.005 -0.275
C -0.333 -3.933 -2.636 -0.017 0.027 -0.011 -0.127
C -0.673 -2.295 -0.751 -0.007 -0.019 -0.049 -0.084
C -1.549 -0.607 -2.310 -0.003 -0.011 0.005 -0.066
H 2.489 3.523 -4.927 -0.001 0.001 -0.007 0.065
H 0.930 2.716 -5.135 0.001 -0.002 -0.005 0.076
H 2.421 1.781 -5.209 -0.005 0.003 -0.019 0.075
H 3.182 3.989 -2.710 0.006 0.000 0.002 0.099
H 3.804 4.567 -0.504 0.003 0.003 0.007 0.069
H 3.892 3.205 0.621 0.001 0.011 0.011 0.077
H 2.525 4.310 0.700 0.001 -0.009 0.006 0.042
H 1.596 1.816 0.570 0.373 0.447 -0.058 0.061
H 0.553 0.739 -3.480 -0.089 0.124 0.046 0.086
H 1.560 -2.155 -2.099 0.024 0.020 0.008 0.111
H 1.182 -0.917 -3.285 -0.004 -0.237 0.069 0.095
H 0.786 -3.093 -4.283 -0.005 0.000 -0.004 0.133
H -1.625 -2.948 -4.852 0.002 0.010 -0.018 0.113
H -0.889 -1.341 -4.855 -0.009 0.000 -0.010 0.116
H -3.076 -1.324 -3.651 0.006 0.002 0.000 0.135
H -3.041 -3.683 -2.843 -0.003 -0.002 0.004 0.116
H -3.285 -2.561 -1.498 -0.009 -0.006 -0.002 0.119
H -1.573 -4.236 -0.888 0.004 0.000 0.003 0.140
H -0.807 -4.720 -3.235 0.004 -0.009 0.005 0.114
H 0.555 -4.368 -2.166 0.003 0.001 0.006 0.116
H 0.196 -2.659 -0.192 0.006 0.009 0.041 0.133
H -1.417 -1.966 -0.037 0.009 0.036 0.128 0.088
H -2.236 -0.286 -1.520 0.011 0.011 0.002 0.128
H -1.360 0.267 -2.932 0.051 0.074 -0.021 0.110

94
Properties=species:S:1:pos:R:3:forces:R:3:lowdin_charge:R:1 method="wB97M-V/def2-TZVPD" homo_lumo_gap_ev=5.67 total_charge=-1
Pt -0.043 -0.636 -1.190 0.149 -0.205 0.010 0.975
C -2.540 0.766 -3.974 -0.017 0.021 0.073 -0.177
Si -3.002 -0.290 -2.496 -0.001 0.076 -0.142 0.331
C -2.895 -2.108 -2.976 -0.042 0.039 0.071 -0.172
C -4.799 0.089 -2.068 0.019 -0.008 -0.025 -0.166
N -1.950 0.133 -1.188 -0.087 -0.118 0.049 -0.379
P -2.042 -0.152 0.420 -0.051 0.226 0.070 0.645
C -0.419 -0.312 0.848 0.099 0.092 -0.403 -0.529
P 0.676 0.973 1.240 0.061 -0.033 0.171 0.641
N 1.468 1.550 0.022 0.070 0.243 0.270 -0.258
Si 3.054 1.948 -0.368 0.133 -0.190 -0.198 0.287
C 3.574 3.656 0.249 -0.097 0.008 0.026 -0.189
C 4.354 0.718 0.237 -0.050 0.065 -0.029 -0.160
C 3.180 1.974 -2.253 -0.041 0.048 0.059 -0.181
C 1.813 0.353 2.533 0.006 -0.054 -0.072 -0.285
C 2.582 1.239 3.287 -0.012 0.070 0.031 -0.107
C 3.542 0.768 4.167 0.018 -0.011 0.011 -0.099
C 3.760 -0.600 4.287 -0.015 -0.005 -0.008 -0.098
C 3.007 -1.487 3.534 0.039 0.006 0.053 -0.090
C 2.031 -1.011 2.668 -0.049 0.000 0.047 -0.093
C -0.161 2.331 2.141 -0.014 0.007 -0.050 -0.286
C -0.587 2.221 3.461 0.005 -0.062 0.022 -0.097
C -1.184 3.295 4.102 0.001 0.034 -0.003 -0.096
C -1.362 4.496 3.427 -0.003 -0.002 0.010 -0.103
C -0.943 4.613 2.109 -0.033 0.025 -0.006 -0.092
C -0.345 3.536 1.471 0.071 0.001 -0.007 -0.086
C -3.092 1.089 1.230 -0.080 -0.065 -0.007 -0.291
C -3.468 2.230 0.531 0.027 0.033 -0.035 -0.092
C -4.292 3.177 1.124 0.014 0.015 -0.003 -0.082
C -4.732 2.995 2.425 0.001 -0.017 0.025 -0.092
C -4.341 1.868 3.138 -0.035 0.026 0.011 -0.089
C -3.527 0.920 2.542 -0.018 -0.054 0.018 -0.097
C -2.960 -1.703 0.712 0.128 -0.075 0.007 -0.279
C -2.236 -2.895 0.693 0.009 0.002 0.025 -0.087
C -2.885 -4.112 0.806 -0.011 -0.038 0.000 -0.084
C -4.266 -4.157 0.954 -0.005 -0.004 0.007 -0.099
C -4.992 -2.976 0.989 -0.008 0.013 -0.003 -0.091
C -4.341 -1.755 0.868 -0.058 0.012 -0.033 -0.105
H -3.243 0.612 -4.798 -0.013 -0.009 0.001 0.025
H -1.538 0.535 -4.333 0.018 -0.016 0.006 0.007
H -2.560 1.824 -3.700 -0.016 -0.001 -0.006 0.027
H -3.118 -2.245 -4.037 -0.029 -0.019 -0.008 0.026
H -3.600 -2.710 -2.395 0.012 -0.001 0.014 0.021
H -1.895 -2.500 -2.782 0.031 0.027 -0.027 0.005
H -5.377 0.173 -2.994 -0.006 -0.023 -0.012 0.027
H -4.918 1.025 -1.520 0.024 0.011 -0.008 0.014
H -5.244 -0.710 -1.473 -0.006 0.002 0.003 0.009
H 3.554 3.692 1.342 0.001 -0.005 -0.002 0.008
H 2.886 4.422 -0.119 0.009 0.008 -0.003 0.016
H 4.584 3.921 -0.076 0.027 -0.015 -0.026 0.018
H 4.601 0.858 1.292 -0.015 -0.013 0.010 0.018
H 5.275 0.833 -0.343 0.027 0.003 0.008 0.025
H 3.997 -0.309 0.121 -0.007 0.089 -0.009 -0.001
H 2.420 2.639 -2.672 0.010 0.002 -0.007 0.022
H 2.992 0.975 -2.656 0.001 -0.030 0.014 0.004
H 4.162 2.303 -2.605 0.012 -0.001 0.002 0.019
H 2.429 2.309 3.186 -0.021 -0.004 -0.018 0.104
H 4.130 1.467 4.751 0.001 -0.003 -0.002 0.096
H 4.521 -0.971 4.963 0.000 0.001 0.000 0.094
H 3.188 -2.552 3.604 -0.003 0.002 0.003 0.100
H 1.434 -1.693 2.076 0.001 0.006 -0.018 0.086
H -0.441 1.289 3.997 0.019 -0.011 -0.008 0.113
H -1.509 3.197 5.131 -0.005 0.002 -0.001 0.099
H -1.826 5.338 3.927 -0.004 -0.005 0.005 0.095
H -1.080 5.547 1.577 0.005 0.004 0.011 0.098
H 0.008 3.616 0.450 -0.004 -0.017 0.002 0.098
H -3.104 2.369 -0.480 0.006 -0.010 0.005 0.101
H -4.579 4.061 0.569 -0.007 0.002 0.010 0.102
H -5.372 3.734 2.891 0.003 0.001 0.003 0.098
H -4.669 1.729 4.161 -0.007 0.009 -0.002 0.101
H -3.231 0.039 3.100 0.006 -0.012 -0.024 0.117
H -1.158 -2.844 0.593 0.002 0.012 -0.002 0.084
H -2.311 -5.030 0.784 -0.005 -0.002 0.004 0.100
H -4.772 -5.110 1.048 -0.002 0.001 -0.003 0.096
H -6.068 -2.999 1.110 0.002 -0.015 0.001 0.098
H -4.922 -0.841 0.889 0.024 0.018 0.022 0.101
O 6.107 -4.437 -4.545 -0.088 -0.123 0.018 0.066
N 5.091 -3.888 -4.933 0.244 0.348 -0.065 -0.363
O 4.804 -3.735 -6.108 -0.084 -0.125 0.013 0.064
C 4.200 -3.327 -3.935 -0.143 -0.090 -0.022 -0.141
C 4.492 -3.481 -2.586 -0.135 0.098 0.021 0.082
C 3.664 -2.926 -1.650 0.091 -0.170 0.165 -0.028
C 2.483 -2.132 -1.961 0.227 -0.006 -0.093 -0.271
O 1.829 -1.569 -1.063 -0.260 0.069 0.051 -0.139
C 2.213 -2.121 -3.388 -0.277 0.152 -0.221 -0.038
C 3.050 -2.684 -4.332 0.146 -0.069 0.109 0.081
N 1.038 -1.482 -3.979 0.281 -0.172 0.205 -0.301
O 0.785 -1.700 -5.140 0.036 -0.049 -0.347 0.092
O 0.335 -0.708 -3.329 -0.269 0.022 0.288 -0.100
N 4.037 -3.222 -0.251 0.282 0.204 -0.094 -0.327
O 3.546 -2.580 0.645 -0.163 -0.085 -0.014 0.090
O 4.872 -4.099 -0.078 -0.086 -0.114 -0.016 0.051
H 5.359 -4.039 -2.272 0.005 -0.010 0.022 0.131
H 2.809 -2.609 -5.380 -0.018 0.009 0.004 0.132

Number 1: largest force on an atom 1.85 eV/Å. Number 2: largest force on an atom 0.43 eV/Å.